Record 1
C18H20N6O3S2 | ωB97M-V/def2-TZVPD

Structure (XYZ):
```
49
C18H20N6O3S2 (ωB97M-V/def2-TZVPD)
C -1.512 -2.149 -1.868
H -1.028 -3.092 -2.380
O -0.428 -1.044 -2.001
C 0.617 -1.349 -1.302
C 1.522 -0.467 -1.536
C 2.634 -0.482 -0.633
C 2.887 -1.622 0.272
C 2.015 -2.498 0.085
C 0.777 -2.403 -0.577
H 0.143 -3.264 -0.408
O 2.320 -3.352 1.034
C 1.384 -4.535 1.060
H 1.325 -5.315 0.095
H 2.003 -5.238 1.878
H 0.527 -4.329 1.473
H 3.837 -1.592 0.767
N 3.669 0.477 -0.696
C 3.416 1.938 -0.594
N 4.738 2.666 -0.771
N 5.483 1.624 -0.681
N 4.902 0.438 -0.907
S 1.776 2.861 -0.337
C 1.914 3.015 1.390
C 2.072 1.583 2.091
O 3.194 1.334 2.122
N 1.155 0.682 1.893
C -0.171 0.628 1.377
N -0.614 2.012 0.761
C -2.010 1.630 0.479
C -2.437 0.411 0.715
S -1.303 -0.428 1.440
C -3.886 0.005 0.166
C -4.358 1.002 -0.777
C -4.178 2.294 -0.436
C -2.693 2.667 -0.371
H -2.429 3.901 0.136
H -2.228 2.791 -1.562
H -4.649 3.101 -0.864
H -4.611 2.652 0.586
H -5.570 0.904 -0.850
H -3.792 0.676 -1.576
H -4.008 -0.935 0.191
H -4.589 0.048 1.211
H 1.238 -0.394 2.316
H 2.637 3.619 1.546
H 1.106 3.251 1.582
H 1.357 0.449 -1.965
H -1.798 -2.480 -0.899
H -2.353 -1.690 -2.675
```

Properties
ΔE to the lowest compared entry with this formula, charge and spin	1872.9	kJ/mol
Kohn-Sham gap	8.26	eV

Record 2
C10H10BClF4W | ωB97M-V/def2-TZVPD

Structure (XYZ):
```
27
C10H10BClF4W (ωB97M-V/def2-TZVPD)
C 1.848 0.766 1.308
C 2.334 -0.462 0.635
C 1.490 -1.554 1.160
H 3.135 -0.543 -0.056
C 0.538 -0.987 2.091
C 0.790 0.410 2.194
H 0.305 1.100 2.897
H 2.337 1.735 1.216
H 1.620 -2.601 0.913
H -0.164 -1.566 2.690
W 0.541 -0.071 -0.282
Cl 1.201 1.743 -1.400
C -1.368 -0.355 -1.847
C -1.791 -1.299 -0.870
C -0.755 -2.257 -0.677
H -2.781 -1.329 -0.396
C 0.361 -1.915 -1.559
C -0.035 -0.715 -2.300
H 0.543 -0.248 -3.083
H -1.947 0.486 -2.250
H -0.793 -3.144 -0.040
H 1.280 -2.464 -1.709
F -1.414 1.564 0.519
B -1.742 3.181 0.237
F -1.975 3.389 -1.133
F -2.885 3.163 1.059
F -0.673 3.973 0.683
```

Properties
Kohn-Sham gap (spin up / spin down)	6.80 / 8.26	eV
2S+1	3

Calculated values (eV Å⁻¹) of largest force on an atom for the records, taken in order: 15.295; 6.523.